Arrangement 1

{
  "formula": "C3H2F2N2",
  "method": "wB97M-V/def2-TZVPD",
  "mol_weight_da": 104.1,
  "homo_energy_ev": -10.61,
  "homo_lumo_gap_ev": 10.18,
  "elements": ["F", "C", "N", "N", "C", "C", "F", "H", "H"],
  "positions_angstrom": [[-1.552, 1.086, -1.436], [-0.467, 0.665, -0.878], [0.564, 1.375, -0.671], [1.423, 0.769, 0.208], [0.915, -0.293, 0.651], [-0.445, -0.577, 0.066], [-0.866, -1.866, -0.191], [1.558, -0.743, 1.348], [-1.130, -0.416, 0.904]]
}

Arrangement 2

{
  "formula": "C3H2F2N2",
  "method": "wB97M-V/def2-TZVPD",
  "mol_weight_da": 104.1,
  "homo_energy_ev": -9.10,
  "homo_lumo_gap_ev": 9.81,
  "elements": ["F", "C", "N", "C", "N", "C", "F", "H", "H"],
  "positions_angstrom": [[-1.164, -1.640, 0.064], [-0.644, -0.475, 0.008], [-1.402, 0.636, -0.131], [-0.529, 1.580, 0.031], [0.745, 1.122, 0.136], [0.657, -0.223, -0.028], [1.909, -0.789, -0.060], [-0.701, 2.670, -0.068], [1.697, 1.595, -0.060]]
}

Energy above the most stable structure, in hartree: arrangement 1 0.0580; arrangement 2 0.0000

Arrangement 1

{
  "formula": "C8H10N3",
  "method": "wB97M-V/def2-TZVPD",
  "charge": 1,
  "mol_weight_da": 148.2,
  "homo_energy_ev": [-11.11, -11.11],
  "homo_lumo_gap_ev": [6.90, 6.90],
  "elements": ["C", "C", "C", "C", "C", "C", "C", "C", "N", "N", "N", "H", "H", "H", "H", "H", "H", "H", "H", "H", "H"],
  "positions_angstrom": [[3.234, 0.326, 0.524], [2.548, -0.863, 0.392], [2.602, 1.500, 0.134], [1.233, -0.825, -0.089], [1.248, 1.444, -0.299], [-3.348, 1.624, 0.600], [-2.343, -0.679, 0.372], [-1.534, -0.633, -1.040], [-2.861, 0.554, 0.566], [0.615, 0.291, -0.458], [-0.643, 0.450, -0.997], [4.247, 0.329, 0.955], [3.037, -1.837, 0.583], [3.182, 2.363, 0.349], [0.739, -1.778, -0.130], [0.704, 2.300, -0.635], [-3.483, 2.597, 0.508], [-3.205, -1.402, 0.183], [-1.594, -0.916, 1.129], [-1.195, -1.698, -0.974], [-2.323, -0.550, -1.764]]
}

Arrangement 2

{
  "formula": "C8H10N3",
  "method": "wB97M-V/def2-TZVPD",
  "charge": 1,
  "mol_weight_da": 148.2,
  "homo_energy_ev": -11.69,
  "homo_lumo_gap_ev": 7.00,
  "elements": ["C", "C", "C", "C", "C", "C", "C", "C", "N", "N", "N", "H", "H", "H", "H", "H", "H", "H", "H", "H", "H"],
  "positions_angstrom": [[1.147, 2.411, 0.172], [2.331, 1.752, 0.079], [0.187, 1.377, 0.061], [0.775, 0.122, -0.108], [-2.160, -0.812, 0.017], [-1.020, -1.552, -0.164], [-2.131, 0.573, 0.114], [1.217, -2.285, 0.071], [2.185, 0.436, -0.079], [0.321, -1.173, -0.082], [-3.047, 1.504, -0.086], [0.977, 3.556, 0.158], [3.318, 2.178, 0.045], [-3.017, -1.384, -0.308], [-1.245, -2.550, -0.038], [2.152, -1.810, -0.326], [1.317, -2.526, 1.167], [0.823, -3.152, -0.506], [2.925, -0.267, -0.076], [-2.971, 2.467, 0.035], [-4.085, 1.135, -0.146]]
}

Energy above the most stable structure, in hartree: arrangement 1 0.0000; arrangement 2 0.0139

Arrangement 1

{
  "formula": "C3H5ClO",
  "method": "wB97M-V/def2-TZVPD",
  "mol_weight_da": 92.5,
  "homo_energy_ev": -10.19,
  "homo_lumo_gap_ev": 10.97,
  "elements": ["O", "C", "C", "C", "Cl", "H", "H", "H", "H", "H"],
  "positions_angstrom": [[1.802, 1.236, -0.838], [1.966, 0.578, 0.184], [0.744, -0.186, 0.948], [-0.558, 0.368, 0.388], [-1.793, -0.921, -0.388], [2.983, 0.492, 0.404], [0.926, 0.210, 1.961], [0.860, -1.296, 0.747], [-0.445, 1.187, -0.244], [-1.171, 0.621, 1.315]]
}

Arrangement 2

{
  "formula": "C3H5ClO",
  "method": "wB97M-V/def2-TZVPD",
  "mol_weight_da": 92.5,
  "homo_energy_ev": -10.09,
  "homo_lumo_gap_ev": 10.52,
  "elements": ["C", "C", "O", "C", "Cl", "H", "H", "H", "H", "H"],
  "positions_angstrom": [[0.848, -0.403, -0.906], [-0.567, -0.481, 0.107], [-1.247, -1.570, 0.134], [-0.751, 0.670, 1.067], [0.596, 1.690, 0.506], [0.629, -1.061, -1.824], [1.957, -0.690, -0.362], [0.993, 0.544, -1.506], [-0.819, 0.356, 2.136], [-1.639, 0.945, 0.647]]
}

Energy above the most stable structure, in hartree: arrangement 1 0.0000; arrangement 2 0.0524